Record 1
Density functional theory data (wB97M-V/def2-TZVPD) for a cluster of 9 separate species, C18H49BrN2O14S2 in total.

Frontier orbital gap ... 0.3398 Eh
E_HOMO ... -8.97 eV
SMILES ... CCN[C@@]1(CC(=O)Br)OS(=O)(=O)O[C@@]1(S)CC(=O)N(C)C.CO.CO.CO.CO.CO.CO.CO.CO

Last column: Löwdin charge in e.
Positions of all 86 atoms, in Å:
1 H 3.3860 1.1733 -0.4292  0.0810
2 H 7.7494 -3.1860 -1.3567  0.0798
3 H 3.7877 1.3579 -2.1228  0.0732
4 H 10.3945 -6.7289 -0.8675  0.0704
5 C 3.0153 1.0322 -1.4370  -0.0679
6 S -2.9591 0.6644 -2.9668  0.8966
7 S -0.6185 -0.0566 0.1339  0.5536
8 O -2.1766 -0.0650 3.6599  -0.1274
9 C -2.6727 2.8394 0.8417  -0.0531
10 H 0.7768 -0.7373 -3.7923  0.1258
11 H 4.5986 -3.3548 0.2620  0.0595
12 O -7.3440 0.9811 -0.5264  -0.1306
13 H -7.5940 -1.0282 -1.0120  0.0766
14 C -4.7273 2.5743 -0.4675  -0.0601
15 H -1.5971 5.7514 4.9894  0.0705
16 H -5.2592 7.0053 4.1737  0.0777
17 H 11.1255 -7.5786 -2.2431  0.0761
18 H -2.9984 1.7897 -3.7005  -0.0772
19 H -0.1953 -5.6459 -2.0144  0.0651
20 O -3.1048 4.0990 -2.4154  0.0819
21 O 0.2646 -0.3598 -1.1482  -0.1359
22 H -3.1834 5.4567 3.3489  0.0543
23 H 3.0037 -3.8401 -0.3505  0.0775
24 H 2.3227 -1.6759 0.1182  0.0493
25 C -0.1720 0.3834 -2.3003  -0.4432
26 C 7.7332 -4.2635 -1.2195  -0.1432
27 H -0.4993 4.8106 3.9533  0.0775
28 H -1.0900 2.9178 -2.7606  0.1176
29 H -1.6282 3.0941 0.7719  0.0824
30 O 0.0445 -3.0156 -3.4988  0.0376
31 O 10.8651 -5.5233 -2.4445  -0.1317
32 H -3.1273 8.4088 5.3919  0.0784
33 H 1.2217 1.9943 -0.7009  0.0821
34 H 11.5370 -5.4709 -3.1272  0.0710
35 H -5.9856 -0.5397 -0.4420  0.0706
36 H 3.2121 -3.4098 1.3712  0.0779
37 Br -2.2027 -2.5185 -2.0448  0.7951
38 O -0.9443 -1.2213 0.8651  -0.2188
39 C -0.6199 -2.0938 -3.0991  -0.7230
40 H -0.8204 -0.2935 -4.2871  0.1069
41 C -0.2420 -0.6659 -3.4542  -0.0959
42 C -2.7257 3.3579 -1.5275  -0.4622
43 C -1.5275 1.0654 -1.8837  -0.6363
44 C -0.8571 -6.3933 -1.5697  -0.1612
45 C -1.3464 5.4920 3.9570  -0.1482
46 H -0.9302 -1.1190 4.9475  0.0773
47 H -1.8943 -6.0598 -1.6569  0.0658
48 H 2.8615 -0.0192 -1.6184  0.0524
49 O -0.5168 -6.6160 -0.2029  -0.1272
50 O 3.2694 -1.8133 0.0381  -0.1340
51 H -2.8238 1.7953 1.0817  0.0733
52 H 0.5869 1.9619 -3.3560  0.1215
53 H -4.8995 2.2253 -1.4722  0.0579
54 H -8.2871 1.1048 -0.4018  0.0746
55 H -0.6407 2.8633 -1.0935  0.1133
56 C -1.4253 2.5888 -1.7904  -0.0809
57 C -7.0544 -0.3970 -0.3012  -0.1466
58 O -2.4450 4.8372 3.3359  -0.1383
59 C 3.5291 -3.1847 0.3494  -0.1316
60 N 0.9053 1.2597 -2.7105  0.0240
61 C -1.9068 -1.2059 4.4629  -0.1583
62 H -1.0858 6.3980 3.4033  0.0796
63 H -3.9919 7.0410 6.1211  0.0777
64 H -2.6762 -1.2643 5.2290  0.0749
65 H 12.1351 -6.5715 -1.1714  0.0764
66 H -3.0471 3.3848 1.7007  0.0730
67 H -0.7402 -7.3334 -2.1024  0.0768
68 H 2.0441 2.8104 -1.9820  0.1193
69 H -7.3207 -0.6881 0.7180  0.0788
70 O -0.0859 0.9741 0.9501  -0.2033
71 H -1.4929 -0.0222 2.9865  0.0314
72 H 6.8488 -5.5093 -0.0141  0.0693
73 C 1.7368 1.8281 -1.6393  -0.2440
74 H -0.6224 -5.7824 0.2608  0.0658
75 C -4.0822 7.8931 5.4427  -0.1522
76 N -3.4472 3.2857 -0.3257  -0.1040
77 H 8.7450 -4.6136 -1.0079  0.0583
78 H -4.8161 1.7422 0.2183  0.0798
79 H -5.5406 3.2562 -0.2524  0.0836
80 H 7.3701 -4.7358 -2.1355  0.0792
81 O -1.9031 0.4044 -0.6771  -0.2440
82 H -4.8395 8.5820 5.8234  0.0760
83 C 11.1536 -6.6655 -1.6428  -0.1580
84 O 6.8584 -4.5571 -0.1282  -0.1335
85 O -4.4141 7.4584 4.1242  -0.1291
86 H -1.9339 -2.1190 3.8614  0.0747

Atoms 1-2, force components in eV/Å:
H 0.137 -0.104 0.224
H -0.044 0.021 0.054



Record 2
Density functional theory data (wB97M-V/def2-TZVPD) for a cluster of 6 separate species, C18H50ClN4O9 in total.

Frontier orbital gap ... 0.3351 Eh
E_HOMO ... -6.42 eV
Net charge ... -1
Energy above the lowest of the compared OMol25 structures with the same formula, charge and spin ... 17.1 kcal per mole

Last column: Löwdin charge in e.
Positions of all 82 atoms, in Å:
1 H -3.3265 0.8595 -1.7231  0.1150
2 H 2.3289 3.6915 0.2218  0.0774
3 H 4.0723 3.5431 0.0308  0.0823
4 H -1.2564 2.8396 -1.0157  0.0728
5 N -3.7083 -1.8401 -1.3433  0.0273
6 N 0.4946 -0.2652 -2.0741  0.0562
7 O 0.7296 -4.4105 1.6603  -0.1797
8 H -3.1345 -1.3696 -0.6581  0.0222
9 H 2.2691 0.5633 -3.9489  0.0804
10 H -5.0969 -2.2680 -3.6374  0.0668
11 H 0.0327 3.7846 -0.2150  0.0530
12 O -0.6566 1.1139 1.5830  -0.3561
13 H -3.6974 2.7630 -4.7652  0.0833
14 H -5.0514 2.3798 -3.6833  0.0763
15 O 3.2677 0.3732 3.1823  -0.1831
16 H 2.2288 -0.3140 -1.0409  0.1219
17 N 2.4579 -4.6362 -0.4224  0.0374
18 H 0.9272 0.1256 4.1891  0.1164
19 H 3.6216 -0.0184 -3.0544  0.0764
20 H 1.5152 -3.5479 -2.7825  0.0682
21 H -0.6853 -5.2640 2.7566  0.0771
22 H -1.9832 5.5375 2.1114  0.0686
23 C 1.2236 -3.8684 -0.6420  -0.4184
24 H -0.0906 -3.5626 -2.2426  0.0645
25 H -0.0250 -0.2117 -1.2096  0.0507
26 H 0.9721 1.7534 -0.7385  0.0994
27 C -1.0320 3.7404 -0.4445  -0.0909
28 H 1.5214 2.3804 -2.3259  0.1297
29 C 3.1166 3.4039 -0.4746  -0.0849
30 C 2.5427 -0.1347 -3.1576  -0.0652
31 O -3.5950 0.9496 -3.7589  -0.2000
32 H -3.5238 -2.9623 -3.6556  0.0591
33 H 1.8012 1.7197 2.4810  0.1087
34 H 1.4335 -2.8306 -0.3831  0.1288
35 H 2.3810 1.4346 6.2071  0.0509
36 H 2.3491 -5.5171 -0.9044  0.0570
37 C 2.3526 1.4293 3.3753  -0.1964
38 H -1.9176 3.4926 1.4942  0.0952
39 H -3.8794 -1.4988 -4.6663  0.0609
40 C -3.9025 0.3535 -2.4979  -0.1746
41 O -1.5534 -0.8433 0.6549  -0.3734
42 C 0.3420 1.9839 5.0759  -0.0693
43 H 4.4581 -0.4625 1.7043  0.0899
44 H 2.4149 -1.1555 -3.5176  0.0651
45 H -3.0229 4.1883 0.3433  0.1046
46 C 0.8589 -4.0759 -2.0906  -0.0839
47 H 0.3016 -4.1039 3.6453  0.0892
48 H -0.3837 2.2645 4.3125  0.0649
49 H 3.0928 4.0824 -1.3273  0.0820
50 Cl -0.7994 -0.3036 1.7130  0.5980
51 H -2.3200 -1.1206 -2.6462  0.1199
52 H -3.2256 -2.7265 -1.3784  0.0588
53 C -4.0419 -2.0051 -3.7148  -0.0540
54 H 4.2210 1.3485 1.7063  0.0733
55 H 2.9507 2.2689 3.7296  0.1153
56 C -0.2215 -4.2789 2.7052  -0.1021
57 H -1.0598 4.4949 -1.2306  0.0706
58 H 2.9504 -4.2311 -1.2057  0.0510
59 H 0.8222 2.9329 5.3144  0.0710
60 H -0.6583 -3.5377 0.2700  0.1029
61 H -4.9508 0.5713 -2.2935  0.1208
62 C 0.1221 -4.2931 0.3622  -0.1935
63 O 2.9646 2.0536 -0.9139  -0.1902
64 H -0.2201 1.5640 5.9101  0.0772
65 C 3.7650 0.3676 1.8406  -0.0908
66 H 0.5897 -1.2288 -2.3615  0.0452
67 O -1.6002 5.4375 1.2368  -0.0997
68 H -0.4786 -5.1501 0.0577  0.1163
69 C 1.3995 1.0378 4.5537  -0.4174
70 C -3.9693 2.3279 -3.8035  -0.1122
71 O -1.4352 -0.6097 2.9503  -0.3418
72 H 1.5465 0.1785 6.3698  0.0577
73 C -3.4074 -1.1162 -2.5710  -0.3986
74 N 2.1928 0.5788 5.7048  0.0288
75 H 3.0429 0.3029 1.0267  0.0563
76 H -3.5861 2.9805 -3.0191  0.0747
77 C -1.9744 4.1681 0.6407  -0.2950
78 H 0.6648 -5.1053 -2.3917  0.0826
79 H -0.9616 -3.4937 2.5510  0.0776
80 C 1.8229 0.2201 -1.9000  -0.4419
81 C 1.7666 1.7323 -1.4845  -0.2124
82 O 0.5031 -0.9561 1.6432  -0.3524

Atoms 1-2, force components in eV/Å:
H 0.154 0.068 0.292
H -0.185 -0.043 0.096



Record 3
Density functional theory data (wB97M-V/def2-TZVPD) for a cluster of 12 separate species, C18H50F6N20O14 in total.

Frontier orbital gap ... 0.3541 Eh
E_HOMO ... -9.47 eV
SMILES ... CCOC(=O)C(F)(F)F.CCOC(=O)C(F)(F)F.NC(N)=O.NC(N)=O.NC(N)=O.NC(N)=O.NC(N)=O.NC(N)=O.NC(N)=O.NC(N)=O.NC(N)=O.NC(N)=O

Last column: Löwdin charge in e.
Positions of all 108 atoms, in Å:
1 O -3.7970 -2.1762 -2.9870  -0.0547
2 N -5.9520 0.6651 2.8629  0.1247
3 F 3.3231 5.3708 -0.2937  0.1290
4 O 2.7552 -1.0398 -1.5221  0.1643
5 N -1.2842 -0.8923 -5.2617  0.1575
6 C -0.2624 2.8617 -2.3153  -0.6569
7 H -0.6294 0.4544 5.5562  0.1080
8 O 1.7083 1.0030 5.0297  0.0010
9 H -1.6507 4.4440 0.9777  0.0664
10 N -1.6524 0.4018 -0.1902  0.2191
11 H 3.6365 0.9067 1.8052  0.0792
12 H -3.5674 -0.4844 2.9221  0.1009
13 H -2.0831 -4.2611 -4.0191  0.1488
14 O -4.2054 2.6014 1.0247  -0.0502
15 H 1.3694 2.0383 -1.5302  0.0901
16 H 2.8146 -0.8917 4.1528  0.1358
17 N -5.9903 -1.5280 -2.9552  0.1598
18 H -1.1386 1.2298 -0.0960  0.0571
19 H -2.4894 3.6488 -0.3122  0.0775
20 H -0.7984 1.9226 -4.1256  0.0635
21 H 2.2688 -3.4941 -4.1642  0.1284
22 C -0.4423 -0.6180 -4.2400  -0.6838
23 H -1.7471 3.3169 -3.6911  0.1000
24 O 6.2066 4.1523 -0.2192  0.1713
25 H -2.5469 0.3793 -0.6501  0.0893
26 H 1.3324 3.8754 3.6894  0.0797
27 N -0.1864 -0.2808 5.0098  0.1598
28 H -2.8991 -3.3014 -1.9564  0.0123
29 C 5.2324 4.1710 0.4786  -0.3975
30 H 0.5308 4.0858 0.1910  0.0527
31 O 3.4400 -2.0969 -3.3652  0.0186
32 H -1.9133 -1.3910 -2.9153  0.0525
33 H 4.7719 1.4510 3.0600  0.0661
34 N -1.3654 -4.5458 -3.2963  0.1615
35 H -0.3185 -1.4068 -2.3718  0.0843
36 H -0.5427 -1.2414 4.9565  0.1082
37 C 1.1478 -0.0305 4.7384  -0.7071
38 N -0.3887 -0.8962 1.2484  0.2296
39 H 6.3476 1.9864 1.2333  0.1082
40 C 3.4292 -1.1295 -2.4838  -0.4432
41 O 0.6761 -0.1743 -4.4266  0.0216
42 N -0.9804 -0.9861 -2.9976  0.1815
43 F 3.7487 5.4201 1.8023  0.1791
44 H 1.1823 -4.0824 0.2872  0.0596
45 H 2.6947 -5.2458 -2.3438  0.0720
46 N -3.8647 0.1299 3.6677  0.1703
47 N -2.5031 -4.0494 -1.4225  0.1602
48 H 4.3373 -4.5169 -2.6236  0.0841
49 O -2.2721 -1.6890 0.4157  -0.0737
50 H -0.7691 -4.4936 0.9193  0.0491
51 O 4.6809 3.0937 1.0094  0.0179
52 H 1.6635 -2.7948 -2.6273  0.0800
53 H -0.2014 -1.7935 1.6156  0.0633
54 H 1.0824 4.9863 1.5216  0.0808
55 N -0.6464 -4.2947 1.8765  0.1885
56 N 0.7572 2.0432 -2.2948  0.2111
57 O -5.1046 1.5093 4.8040  0.0638
58 N 1.3368 3.0219 3.1795  0.1677
59 N 0.5186 4.2084 1.2000  0.1374
60 H -5.5611 -0.8673 -0.7550  0.1086
61 H -3.3540 3.0837 3.4485  0.0951
62 N 1.7854 -0.9707 4.0756  0.1855
63 H -0.4588 -4.8666 -3.6408  0.1093
64 C 5.3490 1.8019 0.9548  -0.1526
65 C -1.4321 -0.7502 0.4935  -0.6550
66 H -2.2820 -1.0901 -5.0648  0.1091
67 O 0.9179 -3.7558 3.4337  -0.0269
68 H -5.4333 0.6421 1.9599  0.0681
69 F 4.7070 -0.1274 -4.1558  0.2229
70 H 5.2936 1.4270 -0.0410  0.1065
71 H -2.4754 4.4045 2.9094  0.0915
72 H -3.2580 0.0436 4.4853  0.1074
73 N -3.2587 3.8009 2.7398  0.1752
74 H 0.7658 1.2320 -2.9254  0.0776
75 H 0.3199 -0.2137 1.4653  0.0838
76 H -1.1369 -0.3197 -6.0845  0.1079
77 N 1.4812 -3.9956 1.2300  0.1876
78 O 0.7478 1.9006 1.3482  0.0127
79 H 2.4314 -4.1367 1.4613  0.0968
80 H -6.3913 1.5676 2.7155  0.0874
81 C -4.9538 0.8381 3.8460  -0.7715
82 C 4.4696 -0.0532 -2.8874  -0.5939
83 H 1.4724 2.2396 3.8527  0.0552
84 N -2.5251 4.0674 0.5997  0.1648
85 F 5.0187 6.5304 0.5134  0.1883
86 H -3.8516 -1.3148 -0.5154  0.0617
87 C -4.7542 -1.6279 -2.4087  -0.6170
88 N -4.6575 -1.1478 -1.1339  0.1819
89 F 5.5510 -0.2271 -2.1658  0.1861
90 C 4.7005 1.0194 2.0998  -0.0451
91 H -1.4880 -4.1138 2.4455  0.1431
92 C 4.3408 5.4027 0.6372  -0.5509
93 O -0.5020 3.8103 -1.5699  -0.0039
94 H -2.4534 -3.7519 -0.4574  0.0643
95 C 0.8663 2.9813 1.8718  -0.5926
96 C -3.3620 3.4476 1.4537  -0.6640
97 H 5.1464 0.0023 2.0676  0.0902
98 C 3.3000 -4.3281 -2.2852  -0.0226
99 H -6.7953 -1.2896 -2.3840  0.1098
100 N -1.1175 2.5664 -3.4135  0.1434
101 O -0.3578 -4.8441 -1.2722  -0.0128
102 C 2.5080 -3.2029 -3.1299  -0.1222
103 H -6.2071 -2.0816 -3.7671  0.1099
104 C 0.5836 -3.9877 2.2556  -0.6922
105 H 3.3263 -4.0155 -1.2537  0.0464
106 F 4.0416 1.1740 -2.5229  0.1473
107 C -1.3363 -4.5454 -1.9698  -0.6767
108 H 1.4788 -1.9109 3.9027  0.0486

Atoms 1-2, force components in eV/Å:
O -0.507 0.777 -0.501
N 1.165 0.710 -1.809



Number 1: strongest force on any atom 2.33 eV/A. Number 2: strongest force on any atom 2.96 eV/A. Number 3: strongest force on any atom 4.41 eV/A.